Density functional theory data (ωB97M-V/def2-TZVPD) for C32H29Br2IrN4O3S as an isolated structure at a distorted geometry.

XYZ file:
```
72
C32H29Br2IrN4O3S, DFT ωB97M-V/def2-TZVPD
Ir -0.216 0.200 -0.066
C -0.663 -1.546 -2.710
N -1.412 -1.390 -1.449
C -2.764 -0.891 -1.754
C -1.406 -2.621 -0.696
C -1.996 -3.768 -1.196
C -1.851 -4.982 -0.542
C -1.067 -5.046 0.602
C -0.486 -3.905 1.121
C -0.682 -2.656 0.513
N -0.136 -1.481 1.013
C -0.004 -1.297 2.395
C -0.690 -2.025 3.372
C -0.527 -1.726 4.716
C 0.308 -0.699 5.124
C 0.966 0.066 4.165
C 0.794 -0.211 2.823
N 1.400 0.571 1.777
C 1.518 2.005 2.046
C 2.746 0.047 1.454
H -1.164 -2.253 -3.380
H -0.602 -0.576 -3.208
H 0.341 -1.907 -2.502
H -3.252 -1.515 -2.513
H -3.368 -0.892 -0.853
H -2.687 0.132 -2.121
H -2.563 -3.714 -2.118
H -2.318 -5.874 -0.939
H -0.901 -5.995 1.096
H 0.138 -3.978 2.003
H -1.381 -2.806 3.086
H -1.076 -2.302 5.450
H 0.431 -0.477 6.176
H 1.589 0.901 4.463
H 2.294 2.219 2.790
H 1.802 2.499 1.117
H 0.554 2.411 2.395
H 3.418 0.199 2.306
H 2.683 -1.019 1.245
H 3.145 0.568 0.587
Br -1.391 4.270 -2.984
C 0.106 3.152 -3.201
C 0.974 3.360 -4.229
C 2.085 2.526 -4.399
Br 3.251 2.873 -5.848
C 2.361 1.442 -3.530
C 3.430 0.546 -3.650
C 3.555 -0.499 -2.710
C 2.654 -0.615 -1.697
N 1.607 0.246 -1.537
C 1.455 1.244 -2.446
C 0.326 2.076 -2.267
O -0.458 1.842 -1.298
H 0.790 4.176 -4.914
H 4.137 0.658 -4.458
H 4.360 -1.218 -2.782
H 2.733 -1.424 -0.982
O -1.511 5.086 6.224
C -1.176 5.279 4.927
O -0.626 6.291 4.599
C -1.513 4.180 3.976
C -1.588 4.494 2.616
C -1.865 3.515 1.681
C -2.030 2.186 2.082
S -2.288 0.930 0.886
C -1.970 1.871 3.443
C -1.717 2.864 4.380
H -2.058 4.299 6.313
H -1.424 5.519 2.313
H -1.926 3.756 0.630
H -2.086 0.837 3.757
H -1.625 2.574 5.423
```

Output
2S+1	5
energy above the lowest of the compared OMol25 structures with the same formula, charge and spin	0.0	kJ/mol
charge	0
HOMO-LUMO gap (alpha / beta)	0.2144 / 0.1945	Ha
calculated total energy	-199515.545	eV